DFT (ωB97M-V/def2-TZVPD) results for a cluster of 2 separate species, C9H12BO5 in total.

Each line ends with the Löwdin charge.
Atoms and positions in Å:
B1 0.09 -2.38 -0.18  -0.661
C1 -0.84 1.62 -2.01  -0.100
C2 -0.57 1.49 -0.68  -0.060
C3 -0.79 0.45 -2.71  -0.124
C4 -0.27 0.30 -0.05  -0.241
C5 3.30 -0.15 0.01  -0.864
C6 -0.67 -0.79 -2.12  -0.046
C7 -0.34 -0.86 -0.78  -0.056
C8 -1.23 0.49 2.32  -0.043
C9 0.09 0.24 1.40  -0.171
O1 3.15 -1.13 0.74  -0.018
O2 3.34 1.02 0.26  0.007
O3 -1.00 -3.20 -0.47  0.096
O4 1.18 -2.81 0.39  0.181
O5 3.29 -0.47 -1.35  -0.004
H1 -0.90 2.61 -2.45  0.102
H2 -0.60 2.42 -0.09  0.118
H3 -0.80 0.59 -3.72  0.063
H4 -0.54 -1.77 -2.76  0.149
H5 -1.19 1.64 2.38  0.090
H6 -1.25 -0.16 3.10  0.014
H7 -2.04 0.40 1.61  0.053
H8 0.64 -0.59 1.68  0.058
H9 1.00 0.96 1.61  0.147
H10 -0.76 -4.18 -0.41  0.125
H11 1.86 -2.03 0.39  0.077
H12 3.68 0.17 -2.01  0.108

net charge	-1
HOMO level	-5.04	eV
LUMO	3.2	eV
gap between HOMO and LUMO	8.21	eV
energy relative to the best compared isomer or geometry (same formula, charge and spin)	21.68	kcal/mol

---

DFT (ωB97M-V/def2-TZVPD) results for a structure of composition C6H13N2V.

Each line ends with the Löwdin charge.
Atoms and positions in Å:
C1 0.50 -0.43 -3.04  -0.128
V1 -0.85 -0.76 -1.09  0.662
N1 -1.70 1.21 -1.31  0.014
H1 0.67 -1.11 -1.82  0.072
H2 -1.78 -1.62 -0.16  -0.074
H3 0.86 -1.21 -3.68  0.010
H4 1.11 0.43 -3.31  0.036
H5 -0.47 -0.17 -3.55  0.029
H6 -1.21 1.92 -0.79  0.049
H7 -2.64 1.12 -0.91  0.080
H8 -1.83 1.60 -2.27  0.098
C2 0.85 0.05 3.20  -0.021
C3 0.43 -1.15 2.66  -0.031
C4 0.23 -1.29 1.29  -0.145
N2 0.31 -0.24 0.41  -0.135
C5 0.82 0.94 0.92  -0.063
C6 1.08 1.09 2.31  -0.025
H9 1.01 0.14 4.22  0.106
H10 0.22 -2.03 3.24  0.122
H11 -0.03 -2.29 0.83  0.106
H12 0.99 1.77 0.20  0.128
H13 1.43 2.04 2.64  0.109

net charge	+1
HOMO level (alpha / beta)	-11.70 / -10.76	eV
2S+1	2
LUMO (alpha / beta)	-3.9 / -3.9	eV
gap between HOMO and LUMO (alpha / beta)	7.79 / 6.87	eV
energy relative to the best compared isomer or geometry (same formula, charge and spin)	9.26	kcal/mol

---

Question: Which of these has the lowest net charge?
Answer: C9H12BO5